Version i
The following is a DFT calculation (ωB97M-V with the def2-TZVPD basis set) of a molecular structure, CH2N2O4.

Geometry as ORCA input:
```
! RIJCOSX wB97M-V def2-TZVPD def2/J DEFGRID3
* xyz 0 1
C 0.36141 0.74089 0.00745
N -0.44832 -0.99279 0.42395
N 0.59280 0.76142 -1.44255
O -0.14750 1.41496 -2.14806
O 0.70587 1.46831 0.87621
O 1.45053 0.04623 -1.81520
O -0.79468 -0.94152 1.84503
H -1.39822 -0.72116 0.11934
H -0.32190 -1.77635 2.13383
*
```

Computed properties:
E_LUMO (spin up / spin down) (eV): -1.018 / -1.018
Molar mass (g/mol): 106.037

Atom charges from the natural (NBO) analysis, given in e for atoms 1 to 8:
1 C 0.702
2 N -0.331
3 N 0.445
4 O -0.340
5 O -0.429
6 O -0.295
7 O -0.572
8 H 0.340

Version ii
The following is a DFT calculation (ωB97M-V with the def2-TZVPD basis set) of 2 unconnected molecules or ions with the total composition CH2N2O4.

Geometry as ORCA input:
```
! RIJCOSX wB97M-V def2-TZVPD def2/J DEFGRID3
* xyz 0 1
O -1.96090 0.10716 -1.21102
C -2.19656 0.45628 -0.14603
O -2.42197 0.80608 0.91817
O 0.55786 -1.57759 0.82116
N 0.73859 -1.21743 -0.34427
N 1.19109 -0.03984 -0.50655
O 1.47872 0.82599 0.55105
H 1.33612 0.36517 -1.41976
H 1.27705 0.27418 1.33725
*
```

Computed properties:
E_LUMO (eV): 0.503
SMILES: O=C=O.O=NNO
Molar mass (g/mol): 106.037

Atom charges from the natural (NBO) analysis, given in e for atoms 1 to 8:
1 O -0.520
2 C 1.022
3 O -0.504
4 O -0.471
5 N 0.204
6 N -0.092
7 O -0.541
8 H 0.402

Version iii
The following is a DFT calculation (ωB97M-V with the def2-TZVPD basis set) of CH2N2O4 in the gas phase.

Geometry as ORCA input:
```
! RIJCOSX wB97M-V def2-TZVPD def2/J DEFGRID3
* xyz 0 1
C -1.31183 -0.01730 0.13065
N -0.48302 0.96702 -0.11803
O -0.45368 2.11647 0.24776
O 0.76670 0.49531 -0.65871
N 1.49280 -0.63995 -0.01265
O 2.59742 -0.65605 -0.28084
O 0.90395 -1.50108 0.59418
H -1.15611 -1.00073 -0.34588
H -2.35623 0.23631 0.44352
*
```

Computed properties:
E_LUMO (eV): -0.281
SMILES: C=[N+]([O-])O[N+](=O)[O-]
Molar mass (g/mol): 106.037

Atom charges from the natural (NBO) analysis, given in e for atoms 1 to 8:
1 C -0.223
2 N 0.351
3 O -0.393
4 O -0.307
5 N 0.728
6 O -0.253
7 O -0.353
8 H 0.226

Referenced to the most stable arrangement, the calculated values in kcal/mol are version i 93.9; version ii 0.0; version iii 126.2.

Version i
The following is a DFT calculation (ωB97M-V with the def2-TZVPD basis set) of 2 unconnected molecules or ions with the total composition CH4NOP.

Geometry as ORCA input:
```
! RIJCOSX wB97M-V def2-TZVPD def2/J DEFGRID3
* xyz 0 1
C 0.29031 -0.57841 0.19997
N 0.53113 -1.43717 1.00839
O -0.74248 1.37746 -1.09414
P -1.05412 -0.22189 -1.09064
H 1.39504 0.83234 0.02567
H 1.18845 -1.38970 1.66687
H 0.13765 1.65022 -0.80633
H -1.74598 -0.23285 0.09021
*
```

Computed properties:
E_LUMO (eV): 0.237
Molar mass (g/mol): 77.023

And the natural (NBO) charges, in e, turn out to be:
1 C 0.073
2 N -0.651
3 O -1.010
4 P 0.921
5 H -0.152
6 H 0.382
7 H 0.507
8 H -0.070

Version ii
The following is a DFT calculation (ωB97M-V with the def2-TZVPD basis set) of CH4NOP in the gas phase.

Geometry as ORCA input:
```
! RIJCOSX wB97M-V def2-TZVPD def2/J DEFGRID3
* xyz 0 1
H 3.04808 -1.09979 0.74154
P 2.50170 -0.09039 -0.05326
N 0.85980 -0.34589 0.27107
O 0.02981 0.75607 0.01257
C -1.28276 0.30669 -0.19894
H -1.58959 0.08490 -1.19778
H -2.08980 0.99946 0.11566
H -1.47724 -0.61104 0.30914
*
```

Computed properties:
E_LUMO (spin up / spin down) (eV): -0.610 / -0.613
SMILES: [H]/P=N/OC
Molar mass (g/mol): 77.023

And the natural (NBO) charges, in e, turn out to be:
1 H -0.065
2 P 0.583
3 N -0.436
4 O -0.376
5 C -0.269
6 H 0.176
7 H 0.193
8 H 0.195

Referenced to the most stable arrangement, the calculated values in kcal/mol are version i 0.0; version ii 1.3.

Version i
The following is a DFT calculation (ωB97M-V with the def2-TZVPD basis set) of C3H8N2OS in the gas phase.

Geometry as ORCA input:
```
! RIJCOSX wB97M-V def2-TZVPD def2/J DEFGRID3
* xyz 0 1
C -1.88476 -1.19933 -1.10401
O -0.70686 -0.40876 -0.91410
C -0.07242 -0.51848 0.32575
N -0.17618 0.80498 1.05622
N 1.04848 1.50319 1.14873
C 1.98109 1.04545 0.11246
S 1.72179 -0.81489 0.03806
H -2.46457 -1.12779 -0.10374
H -1.69692 -2.27492 -1.36523
H -2.62468 -0.77558 -1.89257
H -0.53729 -1.25801 0.95585
H -0.72920 1.40806 0.45270
H 1.44512 1.26801 2.01652
H 1.61714 1.28288 -0.94884
H 3.07927 1.06520 0.22221
*
```

Computed properties:
E_LUMO (eV): 0.894
SMILES: CO[C@@H]1NNCS1
Molar mass (g/mol): 120.177

Atom charges from the natural (NBO) analysis, given in e for atoms 1 to 8:
1 C -0.265
2 O -0.562
3 C 0.100
4 N -0.478
5 N -0.445
6 C -0.349
7 S 0.088
8 H 0.171

Version ii
The following is a DFT calculation (ωB97M-V with the def2-TZVPD basis set) of C3H8N2OS in the gas phase.

Geometry as ORCA input:
```
! RIJCOSX wB97M-V def2-TZVPD def2/J DEFGRID3
* xyz 0 1
C 1.87976 -1.74452 -1.06118
O 0.62049 -1.18046 -0.80768
N 0.19366 -1.58922 0.42300
C -0.79355 -0.89807 0.91027
N -1.45010 0.22028 0.50850
S -0.77251 1.47793 -0.37059
C 0.61876 1.92497 0.76965
H 2.04386 -1.39482 -2.09682
H 1.94690 -2.82696 -1.11840
H 2.67079 -1.41152 -0.38910
H -1.16519 -1.33554 1.81562
H -2.23364 0.51065 1.11387
H 1.00352 2.88055 0.32299
H 0.29354 2.08490 1.76189
H 1.40185 1.17783 0.74800
*
```

Computed properties:
E_LUMO (eV): 0.753
SMILES: CO/N=C\NSC
Molar mass (g/mol): 120.177

Atom charges from the natural (NBO) analysis, given in e for atoms 1 to 8:
1 C -0.247
2 O -0.402
3 N -0.208
4 C 0.192
5 N -0.786
6 S 0.419
7 C -0.749
8 H 0.189

Version iii
The following is a DFT calculation (ωB97M-V with the def2-TZVPD basis set) of 2 unconnected molecules or ions with the total composition C3H8N2OS.

Geometry as ORCA input:
```
! RIJCOSX wB97M-V def2-TZVPD def2/J DEFGRID3
* xyz 0 1
C -1.47981 -0.19339 1.69116
N -0.83560 0.01438 0.38638
N -0.75444 1.17933 0.12423
C -1.30131 1.99199 1.25686
O -1.99611 1.00964 2.05242
H -2.22202 -1.02706 1.57034
H -0.59985 -0.59830 2.30252
H -0.43322 2.45708 1.70586
H -1.95410 2.75832 0.88357
C 1.13817 -2.47867 -1.05576
S 1.67410 -0.92464 -0.23311
H 1.51083 -2.21965 -2.13376
H 1.54812 -3.31863 -0.56867
H -0.03072 -2.65425 -1.10010
H 1.35263 -0.04535 -1.13483
*
```

Computed properties:
E_LUMO (eV): 0.911
SMILES: C1N=NCO1.CS
Molar mass (g/mol): 120.177

Atom charges from the natural (NBO) analysis, given in e for atoms 1 to 8:
1 C 0.013
2 N -0.119
3 N -0.145
4 C 0.006
5 O -0.513
6 H 0.195
7 H 0.175
8 H 0.177

Referenced to the most stable arrangement, the calculated values in kcal/mol are version i 0.0; version ii 11.2; version iii 14.8.

Version i
The following is a DFT calculation (ωB97M-V with the def2-TZVPD basis set) of 2 unconnected molecules or ions with the total composition C3H8N2OS.

Geometry as ORCA input:
```
! RIJCOSX wB97M-V def2-TZVPD def2/J DEFGRID3
* xyz 0 1
N -1.35285 -2.11651 1.02850
C -1.58077 -1.22913 0.34267
C -2.07716 -0.22268 -0.63974
N -2.18873 1.00989 0.11874
H -3.09981 -0.71671 -1.05235
H -1.40490 -0.08382 -1.48560
H -2.85401 0.81637 0.98787
H -1.32142 1.41079 0.44718
C 2.84899 0.56041 -0.68453
S 1.25820 0.55723 0.27243
O 1.48830 -0.42791 1.57869
H 3.30978 1.49587 -0.66156
H 2.76813 0.25366 -1.68710
H 3.52111 -0.28756 -0.16924
H 0.68511 -1.01988 1.60403
*
```

Computed properties:
E_LUMO (eV): 0.750
SMILES: N#CCN.CSO
Molar mass (g/mol): 120.177

Atom charges from the natural (NBO) analysis, given in e for atoms 1 to 8:
1 N -0.371
2 C 0.271
3 C -0.318
4 N -0.827
5 H 0.239
6 H 0.246
7 H 0.366
8 H 0.385

Version ii
The following is a DFT calculation (ωB97M-V with the def2-TZVPD basis set) of C3H8N2OS in the gas phase.

Geometry as ORCA input:
```
! RIJCOSX wB97M-V def2-TZVPD def2/J DEFGRID3
* xyz 0 1
H 0.76336 -0.23579 2.21426
N 0.11653 -0.48277 1.46629
C 0.50758 -0.11973 0.33787
C -0.32394 -0.18952 -0.93860
C -1.74198 -0.52380 -0.68729
S -2.74050 0.83270 -0.08820
N 1.80167 0.36648 -0.00510
O 2.66398 0.42346 1.04093
H -0.22894 0.73839 -1.46886
H 0.08951 -0.99057 -1.57702
H -2.25616 -0.73783 -1.58393
H -1.73789 -1.40919 -0.08223
H -2.02090 1.23239 0.98402
H 2.18650 -0.25535 -0.72093
H 2.92118 1.35113 1.10878
*
```

Computed properties:
E_LUMO (eV): 0.698
SMILES: [H]/N=C(/CCS)NO
Molar mass (g/mol): 120.177

Atom charges from the natural (NBO) analysis, given in e for atoms 1 to 8:
1 H 0.362
2 N -0.689
3 C 0.426
4 C -0.480
5 C -0.516
6 S -0.043
7 N -0.357
8 O -0.566

Version iii
The following is a DFT calculation (ωB97M-V with the def2-TZVPD basis set) of C3H8N2OS in the gas phase.

Geometry as ORCA input:
```
! RIJCOSX wB97M-V def2-TZVPD def2/J DEFGRID3
* xyz 0 1
H 0.95471 2.46622 -0.40649
N 1.49231 1.60594 -0.30251
C 0.77475 0.67703 0.18224
C -0.66370 0.64031 0.63542
C -1.58512 -0.20759 -0.24892
O -1.30517 -1.65060 -0.04559
N 1.32712 -0.57096 0.34928
S 2.98529 -0.91934 0.09689
H -0.67676 0.19689 1.64671
H -1.02446 1.64633 0.66276
H -2.63294 -0.02087 -0.05550
H -1.33587 0.00581 -1.30138
H -2.11353 -2.16796 -0.29634
H 0.74536 -1.33172 0.16970
H 3.05801 -0.36951 -1.08627
*
```

Computed properties:
E_LUMO (eV): 0.585
SMILES: [H]/N=C(\CCO)NS
Molar mass (g/mol): 120.177

Atom charges from the natural (NBO) analysis, given in e for atoms 1 to 8:
1 H 0.338
2 N -0.699
3 C 0.438
4 C -0.498
5 C -0.058
6 O -0.761
7 N -0.765
8 S 0.183

Referenced to the most stable arrangement, the calculated values in kcal/mol are version i 30.6; version ii 22.6; version iii 0.0.